[1]
{
  "formula": "C33H46CoP2Si",
  "method": "ωB97M-V/def2-TZVPD",
  "elements": ["P", "P", "C", "C", "H", "H", "H", "H", "C", "H", "H", "H", "C", "H", "H", "H", "C", "H", "H", "H", "C", "H", "H", "H", "Co", "C", "C", "C", "C", "C", "C", "C", "C", "C", "H", "H", "H", "H", "H", "H", "H", "H", "H", "H", "H", "H", "H", "H", "H", "C", "C", "C", "C", "C", "C", "Si", "C", "C", "C", "C", "C", "C", "C", "C", "C", "C", "C", "C", "H", "H", "H", "H", "H", "H", "H", "H", "H", "H", "H", "H", "H", "H", "H"],
  "positions_angstrom": [[0.21167, -1.07060, -3.32080], [0.19243, 1.64046, -4.85820], [-0.15056, -0.97328, -5.21789], [0.81159, 0.08779, -5.67839], [-1.20610, -0.68150, -5.33831], [0.02529, -1.96263, -5.64551], [1.85118, -0.06974, -5.33516], [0.79245, 0.22312, -6.77316], [-0.63164, 2.28369, -6.33826], [-1.20310, 3.19108, -6.13962], [-1.26290, 1.50976, -6.79018], [0.17987, 2.52283, -7.02932], [1.78513, 2.51663, -4.72843], [2.07697, 2.79699, -5.75651], [2.58709, 1.88038, -4.32172], [1.77419, 3.44635, -4.14058], [-1.18371, -2.19913, -3.05481], [-1.14106, -2.68258, -2.07984], [-1.02160, -2.92689, -3.83946], [-2.12350, -1.66435, -3.19013], [1.73038, -2.06266, -3.52248], [2.64766, -1.46214, -3.40013], [1.67100, -2.46900, -4.53596], [1.71533, -2.90570, -2.82309], [1.39938, -0.49979, -1.36214], [-0.83698, 3.47163, -3.60253], [-2.20860, 3.48672, -3.67856], [-3.13947, 2.51970, -4.35843], [-3.43817, 1.22962, -3.59206], [-2.18358, 0.81726, -2.99045], [-0.85109, 0.94484, -3.54567], [0.16450, 1.40960, -2.46935], [-0.09792, 2.89877, -2.36481], [0.81586, -1.98124, -0.03032], [-0.29488, 4.30670, -4.07451], [-2.77702, 4.32135, -3.24977], [-2.76726, 2.26649, -5.33412], [-4.05351, 3.06288, -4.60030], [-4.13542, 1.42210, -2.76352], [-3.82464, 0.43931, -4.25217], [-2.22597, 0.51109, -1.91796], [0.05426, -1.19939, -1.69984], [1.28328, 1.24439, -2.56454], [-0.09408, 0.84965, -1.49340], [-0.71809, 3.00082, -1.47293], [0.85923, 3.39060, -2.16674], [0.94927, -1.83954, 1.06522], [1.49099, -2.78733, -0.38410], [-0.21438, -2.32878, -0.19892], [-0.70804, 5.12154, 0.62919], [0.63992, 4.76995, 0.68523], [0.99552, 3.41086, 0.73592], [0.01813, 2.40839, 0.73524], [-1.33905, 2.78379, 0.64720], [-1.69868, 4.14831, 0.57093], [0.58437, 0.61620, 0.65279], [2.22752, 0.66470, 1.57311], [3.39447, 0.16636, 0.98304], [4.55298, 0.02992, 1.78170], [4.54580, 0.47465, 3.12528], [3.40516, 1.08374, 3.65879], [2.25285, 1.19943, 2.87566], [-0.80163, -0.15190, 1.69380], [-0.56042, -0.52559, 3.01212], [-1.61243, -1.02598, 3.79984], [-2.88313, -1.18769, 3.24433], [-3.11845, -0.87300, 1.90023], [-2.06448, -0.37020, 1.11310], [-0.99201, 6.18322, 0.68418], [1.40994, 5.53269, 0.75748], [2.04800, 3.14145, 0.81351], [-2.12319, 2.02129, 0.62342], [-2.76141, 4.42201, 0.52579], [3.31065, -0.13107, -0.07897], [5.46950, -0.44222, 1.40157], [5.42492, 0.37563, 3.76174], [3.38980, 1.48633, 4.67525], [1.37615, 1.70019, 3.28210], [0.43187, -0.40496, 3.45568], [-1.42661, -1.26750, 4.84207], [-3.70578, -1.55124, 3.86383], [-4.10646, -0.98293, 1.46310], [-2.25205, -0.11222, 0.06879]],
  "mulliken_spin": [0.005, -0.061, 0.190, 0.036, 0.023, -0.017, 0.005, -0.004, 0.017, 0.010, -0.005, -0.002, 0.032, -0.003, -0.001, 0.001, 0.022, -0.019, -0.007, -0.003, -0.026, 0.007, 0.000, -0.001, 1.617, -0.006, 0.775, 0.159, -0.023, 0.464, -0.263, -0.032, 0.139, -0.262, 0.065, -0.108, 0.000, -0.007, -0.002, 0.028, 0.137, 0.195, 0.049, 0.015, -0.089, -0.010, 0.050, -0.023, 0.015, -0.010, 0.007, -0.006, -0.045, -0.001, 0.027, -0.069, -0.025, 0.006, 0.016, 0.001, 0.000, 0.001, -0.037, 0.002, 0.001, 0.000, 0.002, -0.010, 0.000, 0.000, -0.003, -0.018, 0.002, 0.041, 0.001, 0.000, 0.000, -0.001, 0.000, 0.000, 0.000, 0.000, 0.034],
  "e_tot_ha": -3639.51069,
  "orbital_gap_ev": [5.56, 5.80],
  "relative_energy_ev": 0.000,
  "s_squared": 4.071,
  "homo_energy_ha": [-0.208, -0.225],
  "charge": 0,
  "spin_multiplicity": 4
}

[2]
{
  "formula": "C33H46FN5NaOS4SbSeSi4",
  "method": "ωB97M-V/def2-TZVPD",
  "elements": ["Na", "O", "C", "S", "C", "C", "S", "S", "S", "Se", "N", "C", "C", "C", "C", "C", "N", "C", "C", "N", "C", "C", "C", "C", "C", "N", "H", "H", "H", "H", "H", "H", "C", "Si", "C", "C", "N", "C", "C", "C", "C", "C", "C", "F", "H", "H", "H", "H", "H", "H", "H", "H", "H", "H", "H", "H", "H", "C", "Si", "C", "C", "Sb", "Si", "C", "C", "C", "Si", "C", "C", "C", "H", "H", "H", "H", "H", "H", "H", "H", "H", "H", "H", "H", "H", "H", "H", "H", "H", "H", "H", "H", "H", "H", "H", "H", "H", "H", "H"],
  "positions_angstrom": [[13.17011, 10.44965, 12.28665], [15.69077, 14.05942, 6.42892], [15.29776, 13.41205, 7.37170], [14.87195, 14.21660, 8.88462], [14.31380, 12.76734, 9.80105], [14.36848, 11.57672, 9.16550], [14.06363, 10.01647, 9.78540], [14.93319, 11.72272, 7.43799], [13.97698, 13.18304, 11.47149], [6.63122, 11.79981, 16.88868], [8.30593, 12.44307, 16.87311], [8.84358, 11.88810, 15.85604], [10.24242, 12.11425, 15.49840], [11.03214, 13.02417, 16.19773], [12.33476, 13.26435, 15.80530], [12.81479, 12.53207, 14.72979], [12.10042, 11.63304, 14.07261], [10.79175, 11.42773, 14.42155], [10.01282, 10.50568, 13.62135], [10.59633, 9.85380, 12.62206], [9.84604, 9.02409, 11.89282], [8.49914, 8.76723, 12.07691], [7.88896, 9.43640, 13.13651], [8.65050, 10.31542, 13.85530], [8.06614, 10.97378, 15.02455], [6.83098, 10.80747, 15.39595], [10.65093, 13.67882, 16.97620], [12.89875, 14.04212, 16.26360], [13.79437, 12.79406, 14.29927], [10.34202, 8.56610, 11.06913], [7.89338, 8.12944, 11.40012], [6.82140, 9.33541, 13.29256], [12.09027, 6.33506, 17.33841], [12.03090, 8.13260, 16.71862], [10.30817, 8.81251, 17.30683], [13.20986, 9.36061, 17.50631], [12.29676, 8.22616, 15.05434], [11.81144, 7.38566, 14.13916], [10.63115, 6.57394, 14.29434], [10.20612, 5.69202, 13.30999], [10.91887, 5.51254, 12.13127], [11.99206, 6.40214, 11.88651], [12.42938, 7.23927, 12.88617], [13.48949, 8.05059, 12.65265], [11.96918, 6.38446, 18.41463], [12.87814, 5.71588, 17.03171], [11.19394, 5.79784, 17.05309], [10.32199, 8.49566, 18.32923], [9.45165, 8.36773, 16.83011], [10.27946, 9.88723, 17.19410], [13.01929, 9.46717, 18.56183], [13.03392, 10.30284, 16.97706], [14.26937, 9.07536, 17.40714], [10.00792, 6.63780, 15.18057], [9.30240, 5.05372, 13.47942], [10.53274, 4.79353, 11.38438], [12.55552, 6.35156, 11.00806], [16.94880, 12.04485, 17.37247], [17.68900, 10.60045, 16.44181], [17.59795, 9.03774, 17.42538], [19.50726, 10.91573, 16.19770], [16.30033, 10.29733, 14.34815], [17.82743, 11.70698, 12.80192], [19.40669, 10.77115, 12.40259], [18.15679, 13.30032, 13.76636], [17.07484, 12.02036, 11.15059], [16.70353, 7.85700, 13.65580], [15.52798, 6.75641, 14.65111], [18.48919, 7.30209, 14.02352], [16.48355, 7.82657, 11.81747], [17.37564, 12.31979, 18.35419], [15.94461, 11.64504, 17.66449], [16.84087, 12.98380, 16.80390], [17.62924, 9.23797, 18.48526], [18.40364, 8.39042, 17.08298], [16.63549, 8.52287, 17.29309], [20.01472, 10.91126, 17.16155], [19.59825, 11.90275, 15.70704], [19.97557, 10.13360, 15.58239], [19.92882, 10.43119, 13.29809], [20.17067, 11.36032, 11.91661], [19.20753, 9.88237, 11.78591], [18.74157, 13.17994, 14.68814], [17.16639, 13.64884, 14.05932], [18.63438, 14.09540, 13.22446], [16.21120, 11.38905, 11.00502], [17.79183, 11.82148, 10.32739], [16.63335, 13.03191, 11.02723], [16.09723, 6.34691, 15.52108], [15.21413, 5.92905, 14.03652], [14.65043, 7.22260, 15.04990], [18.70513, 7.45771, 15.07657], [19.16007, 7.70827, 13.28985], [18.59868, 6.18478, 13.82455], [15.46092, 8.10373, 11.54486], [16.69312, 6.82834, 11.43918], [17.13817, 8.45867, 11.21016]],
  "lowdin_charge": [0.001, -0.140, -1.125, 0.858, -1.199, -1.203, 0.443, 0.882, 0.383, 1.024, -0.211, -0.387, -0.110, -0.006, -0.037, -0.147, 0.133, -0.117, -0.144, 0.172, -0.100, -0.028, -0.010, -0.104, -0.329, -0.220, 0.112, 0.097, 0.069, 0.108, 0.118, 0.112, -0.167, 0.377, -0.158, -0.170, -0.044, -0.374, -0.065, -0.162, -0.145, -0.040, -0.258, -0.006, 0.008, -0.003, 0.010, -0.001, 0.007, 0.000, 0.011, 0.017, 0.006, 0.079, 0.097, 0.083, 0.094, -0.247, 0.200, -0.239, -0.239, 0.886, 0.303, -0.239, -0.225, -0.259, 0.302, -0.215, -0.231, -0.238, 0.024, 0.025, 0.022, 0.020, 0.015, 0.014, 0.022, 0.004, 0.021, -0.005, 0.016, 0.022, -0.009, 0.020, 0.017, -0.036, 0.053, -0.002, 0.034, 0.023, -0.017, -0.010, -0.001, 0.042, -0.019, 0.028, 0.029],
  "e_tot_ha": -7288.94581,
  "orbital_gap_ev": 3.92,
  "relative_energy_ev": 0.433,
  "homo_energy_ha": -0.030,
  "charge": -2
}